(1)
# C5H13NO2

A 3-piece molecular cluster, C5H13NO2 overall at a distorted geometry (ωB97M-V/def2-TZVPD, the Open Molecules 2025 dataset).

Output
highest occupied orbital energy = -7.695 eV
net charge = 0
energy above the lowest of the compared OMol25 structures with the same formula, charge and spin = 136.8 kcal/mol
HOMO-LUMO gap = 5.460 eV

CARTESIAN COORDINATES (ANGSTROEM)
C: 1.954 1.007 -0.493
N: -0.540 0.153 -1.080
C: 0.178 -0.692 -0.188
C: 1.605 -0.353 0.198
C: -1.278 -2.750 -0.551
C: -0.164 -2.054 -0.233
H: 1.576 1.124 -1.504
H: 1.239 1.647 0.070
H: 2.975 1.341 -0.405
H: -1.124 0.887 -0.669
H: -1.272 -0.402 -1.532
H: 2.302 -1.140 0.006
H: -2.087 -2.231 -1.078
H: -1.522 -3.718 -0.140
H: 0.746 -2.670 -0.161
H: 1.318 -0.051 1.299
H: 0.045 1.280 2.909
O: 0.064 1.314 1.944
H: -2.741 2.724 0.625
H: -1.361 2.057 0.821
O: -1.913 2.526 0.164

Here are the Löwdin charges for atoms 1 to 6, given in e: -0.093 0.174 -0.183 -0.174 0.116 -0.119



(2)
# C11H12N4O3

One molecule with the formula C11H12N4O3 at a distorted geometry (ωB97M-V/def2-TZVPD, the Open Molecules 2025 dataset).

Output
highest occupied orbital energy = -8.532 eV
net charge = 0
energy above the lowest of the compared OMol25 structures with the same formula, charge and spin = 0.0 kcal/mol
HOMO-LUMO gap = 9.223 eV
structure (SMILES) = COc1cccc(-c2nnn(CCC(=O)O)n2)c1

CARTESIAN COORDINATES (ANGSTROEM)
C: 2.455 -0.790 -3.829
O: 2.570 -2.014 -3.144
C: 1.879 -2.174 -1.982
C: 2.034 -3.410 -1.349
C: 1.377 -3.677 -0.164
C: 0.557 -2.724 0.414
C: 0.401 -1.493 -0.213
C: -0.455 -0.488 0.380
N: -1.132 -0.648 1.538
N: -1.779 0.439 1.745
N: -1.513 1.247 0.749
C: -2.035 2.577 0.641
C: -1.559 3.428 1.822
C: -2.175 2.884 3.100
O: -3.352 2.858 3.326
O: -1.247 2.443 3.945
N: -0.690 0.721 -0.130
C: 1.059 -1.213 -1.409
H: 3.082 -0.888 -4.713
H: 2.814 0.046 -3.220
H: 1.422 -0.598 -4.137
H: 2.676 -4.143 -1.811
H: 1.507 -4.637 0.313
H: 0.036 -2.914 1.339
H: -1.683 2.983 -0.309
H: -3.129 2.530 0.649
H: -1.900 4.453 1.679
H: -0.473 3.407 1.905
H: -1.655 2.039 4.727
H: 0.907 -0.246 -1.859

Here are the Löwdin charges for atoms 1 to 6, given in e: -0.089 -0.083 -0.269 -0.005 -0.071 -0.040



(3)
# C10H14N3O

An isolated ion of composition C10H14N3O and charge +1 at a distorted geometry (ωB97M-V/def2-TZVPD, the Open Molecules 2025 dataset).

Output
highest occupied orbital energy = -12.394 eV
net charge = +1
energy above the lowest of the compared OMol25 structures with the same formula, charge and spin = 140.0 kcal/mol
HOMO-LUMO gap = 8.850 eV

CARTESIAN COORDINATES (ANGSTROEM)
C: -4.119 0.216 0.145
C: -3.520 1.408 -0.326
C: -3.412 -0.832 0.687
C: -2.167 1.451 -0.571
C: -2.004 -0.760 0.563
C: -1.445 0.332 -0.080
C: 0.015 0.379 -0.151
C: 2.846 0.544 0.279
C: 4.146 0.851 -0.419
C: 2.549 -0.426 1.315
N: 0.673 1.427 0.242
N: 0.760 -0.643 -0.583
N: -0.082 -1.694 -1.129
O: 1.964 1.361 -0.157
H: -5.234 0.323 0.274
H: -4.070 2.209 -0.634
H: -4.042 -1.535 1.097
H: -1.496 2.149 -0.916
H: -1.419 -1.408 1.021
H: 4.505 0.006 -1.046
H: 4.911 0.860 0.214
H: 4.101 1.744 -0.907
H: 3.390 -0.834 1.840
H: 1.949 -1.139 0.936
H: 2.118 -0.003 2.164
H: 0.064 -2.466 -0.538
H: 0.117 -2.105 -2.075
H: -1.097 -1.410 -1.243

Here are the Löwdin charges for atoms 1 to 6, given in e: -0.052 -0.030 -0.025 0.029 -0.038 -0.183



(4)
# C37H102O14

A 14-piece molecular cluster, C37H102O14 overall at a distorted geometry (ωB97M-V/def2-TZVPD, the Open Molecules 2025 dataset).

Output
highest occupied orbital energy = -9.711 eV
net charge = 0
energy above the lowest of the compared OMol25 structures with the same formula, charge and spin = 130.2 kcal/mol
HOMO-LUMO gap = 9.708 eV

CARTESIAN COORDINATES (ANGSTROEM)
C: 8.345 6.718 20.858
C: 9.842 6.999 20.921
O: 10.438 6.526 22.128
H: 7.792 7.259 21.626
H: 8.091 5.659 20.904
H: 7.922 7.133 19.943
H: 9.972 8.081 20.960
H: 10.403 6.564 20.094
H: 11.288 6.968 22.194
C: 9.309 -0.982 19.650
C: 8.675 0.310 20.179
O: 8.370 0.180 21.490
H: 8.736 -1.878 19.888
H: 10.302 -1.168 20.059
H: 9.403 -0.947 18.565
H: 7.791 0.562 19.594
H: 9.331 1.180 20.203
H: 8.303 1.019 21.953
C: 9.028 10.675 13.097
C: 9.401 9.175 13.412
O: 9.366 8.929 14.826
H: 9.116 10.885 12.031
H: 9.688 11.309 13.687
H: 7.999 10.886 13.390
H: 10.385 8.979 12.986
H: 8.740 8.433 12.963
H: 9.502 7.988 14.956
C: 2.569 9.981 24.780
C: 2.018 9.796 26.197
O: 1.804 8.432 26.494
H: 1.946 9.428 24.078
H: 3.612 9.668 24.733
H: 2.541 11.037 24.510
H: 1.141 10.442 26.242
H: 2.748 10.183 26.907
H: 1.780 8.454 27.453
C: 9.305 12.686 24.008
C: 8.376 13.474 24.895
O: 9.201 14.373 25.645
H: 10.158 12.173 24.452
H: 9.698 13.346 23.235
H: 8.699 11.891 23.575
H: 7.912 12.824 25.637
H: 7.634 14.017 24.309
H: 9.363 15.110 25.052
C: 13.696 11.606 16.789
C: 13.066 11.804 18.132
C: 13.793 12.872 18.987
O: 11.669 12.137 17.986
H: 14.784 11.570 16.847
H: 13.404 12.393 16.094
H: 13.377 10.681 16.308
H: 13.141 10.853 18.660
H: 13.444 13.893 18.837
H: 14.868 12.968 18.840
H: 13.560 12.660 20.031
H: 11.273 11.449 17.446
C: 9.123 4.661 28.306
C: 8.116 5.126 27.260
C: 8.041 6.681 27.059
O: 8.336 4.468 25.992
H: 10.023 5.270 28.397
H: 9.387 3.619 28.123
H: 8.656 4.639 29.290
H: 7.124 4.734 27.485
H: 8.695 6.937 26.224
H: 8.394 7.280 27.899
H: 7.015 6.924 26.782
H: 9.069 4.918 25.566
C: 2.290 2.901 24.406
C: 2.379 4.019 23.312
C: 2.456 3.521 21.881
O: 1.163 4.692 23.468
H: 2.271 3.388 25.381
H: 3.184 2.282 24.340
H: 1.397 2.288 24.282
H: 3.166 4.750 23.502
H: 2.255 4.199 21.052
H: 1.792 2.665 21.755
H: 3.445 3.162 21.595
H: 1.289 5.267 24.227
C: 18.501 7.483 22.288
C: 17.058 7.461 21.816
C: 16.876 6.485 20.651
O: 16.222 6.937 22.806
H: 18.698 8.194 23.090
H: 19.120 7.797 21.448
H: 18.893 6.493 22.521
H: 16.753 8.482 21.588
H: 17.237 5.496 20.935
H: 17.478 6.743 19.780
H: 15.831 6.430 20.346
H: 16.536 6.080 23.102
C: 13.579 1.745 24.276
C: 14.381 2.026 25.619
C: 14.463 0.757 26.433
O: 15.625 2.441 25.226
H: 13.754 2.602 23.626
H: 12.490 1.714 24.309
H: 13.922 0.867 23.729
H: 13.965 2.868 26.172
H: 14.969 1.019 27.362
H: 14.939 -0.111 25.976
H: 13.435 0.465 26.650
H: 16.152 2.562 26.019
C: 6.005 3.573 15.610
C: 7.232 3.073 14.805
C: 6.999 3.178 13.358
O: 8.264 3.960 15.127
H: 5.194 2.854 15.729
H: 5.631 4.535 15.259
H: 6.294 3.657 16.658
H: 7.503 2.082 15.170
H: 6.829 4.212 13.059
H: 6.132 2.578 13.080
H: 7.893 2.815 12.850
H: 9.023 3.647 14.630
C: 3.827 10.527 16.266
C: 3.726 10.896 17.788
C: 4.984 11.602 18.388
O: 2.696 11.835 17.896
H: 2.876 10.323 15.774
H: 4.572 9.764 16.040
H: 4.210 11.373 15.696
H: 3.518 10.022 18.405
H: 5.228 12.530 17.872
H: 5.939 11.081 18.320
H: 4.799 11.941 19.408
H: 2.913 12.376 18.659
C: 14.644 2.357 15.531
C: 14.143 3.640 14.826
C: 15.187 4.524 14.155
O: 13.204 3.267 13.876
H: 15.396 1.943 14.859
H: 13.871 1.605 15.687
H: 15.151 2.466 16.490
H: 13.639 4.219 15.600
H: 14.755 5.372 13.623
H: 15.826 4.088 13.386
H: 15.908 4.746 14.942
H: 13.655 2.796 13.172
C: 13.324 10.133 28.038
C: 14.518 10.918 28.622
C: 14.773 12.196 27.795
O: 14.188 11.291 29.904
H: 13.439 9.877 26.985
H: 12.436 10.764 28.074
H: 13.139 9.217 28.600
H: 15.412 10.295 28.600
H: 13.881 12.801 27.635
H: 15.160 11.938 26.809
H: 15.587 12.778 28.225
H: 13.392 11.822 29.828

Here are the Löwdin charges for atoms 1 to 6, given in e: -0.084 -0.318 -0.095 0.071 0.071 0.070



(5)
# C46H119N9O14

A 9-piece molecular cluster, C46H119N9O14 overall at a distorted geometry (ωB97M-V/def2-TZVPD, the Open Molecules 2025 dataset).

Output
highest occupied orbital energy = -8.547 eV
net charge = 0
energy above the lowest of the compared OMol25 structures with the same formula, charge and spin = 45.6 kcal/mol
HOMO-LUMO gap = 9.147 eV
structure (SMILES) = COC[C@H](C)N.COC[C@H](C)N.COC[C@H](C)N.COC[C@H](C)N.COCCNCCOC.COCCNCCOC.COCCNCCOC.COCCNCCOC.COCCNCCOC

CARTESIAN COORDINATES (ANGSTROEM)
C: 12.839 9.987 10.483
O: 13.607 10.729 9.534
C: 14.825 11.203 10.059
C: 15.529 12.140 9.059
C: 16.992 12.493 9.506
N: 14.805 13.342 8.768
H: 11.884 9.917 9.998
H: 12.864 10.429 11.482
H: 13.244 8.955 10.588
H: 14.656 11.716 10.998
H: 15.581 10.440 10.335
H: 15.611 11.562 8.149
H: 17.496 12.972 8.668
H: 17.461 11.588 9.861
H: 16.956 13.161 10.319
H: 13.816 13.120 8.702
H: 14.832 14.056 9.529
C: 18.396 8.265 21.168
O: 18.196 9.541 20.508
C: 19.089 9.831 19.463
C: 18.849 11.221 18.841
C: 20.093 11.501 18.030
N: 18.734 12.197 19.924
H: 19.305 8.256 21.854
H: 18.512 7.498 20.421
H: 17.522 8.218 21.762
H: 20.123 9.785 19.857
H: 19.006 9.084 18.628
H: 17.919 11.243 18.258
H: 20.375 10.631 17.472
H: 20.859 11.756 18.780
H: 19.993 12.333 17.327
H: 19.669 12.218 20.361
H: 18.079 11.823 20.627
C: 10.260 13.254 11.960
O: 10.841 14.534 12.004
C: 12.104 14.570 11.295
C: 12.823 15.838 11.742
C: 12.152 17.084 11.182
N: 14.248 15.744 11.347
H: 10.784 12.435 12.506
H: 10.156 12.888 10.937
H: 9.222 13.274 12.339
H: 12.765 13.695 11.505
H: 11.833 14.565 10.228
H: 12.739 16.011 12.840
H: 11.088 17.060 11.409
H: 12.263 17.172 10.124
H: 12.512 17.955 11.673
H: 14.643 16.704 11.255
H: 14.608 15.419 12.228
C: 17.419 15.418 17.886
O: 18.158 14.717 16.951
C: 17.681 14.933 15.685
C: 16.371 14.171 15.446
C: 16.615 12.677 15.686
N: 15.831 14.495 14.100
H: 16.447 14.995 18.117
H: 17.229 16.477 17.632
H: 17.927 15.413 18.864
H: 17.564 15.992 15.477
H: 18.389 14.673 14.904
H: 15.624 14.562 16.080
H: 15.777 11.986 15.497
H: 16.827 12.585 16.771
H: 17.544 12.432 15.175
H: 16.275 15.355 13.818
H: 16.284 13.866 13.448
C: 12.037 13.008 14.883
O: 12.010 12.945 16.260
C: 12.768 14.027 16.809
C: 12.623 14.007 18.337
N: 13.139 12.851 19.114
C: 14.533 12.568 18.830
C: 15.123 11.418 19.638
O: 14.632 10.269 19.031
C: 15.027 9.016 19.563
H: 11.644 12.058 14.426
H: 13.085 13.127 14.603
H: 11.446 13.810 14.454
H: 12.327 14.997 16.482
H: 13.828 13.975 16.467
H: 11.557 14.104 18.523
H: 13.080 14.939 18.659
H: 12.537 12.063 18.839
H: 15.080 13.506 18.988
H: 14.636 12.323 17.784
H: 14.787 11.402 20.684
H: 16.241 11.520 19.571
H: 15.996 8.777 19.094
H: 14.318 8.239 19.213
H: 14.975 8.938 20.664
C: 17.292 14.147 23.186
O: 16.981 15.435 22.631
C: 16.244 15.243 21.439
C: 15.907 16.577 20.803
N: 14.792 17.336 21.388
C: 13.467 16.909 20.856
C: 13.103 17.537 19.511
O: 14.070 17.156 18.548
C: 14.112 17.830 17.331
H: 17.972 13.629 22.497
H: 16.400 13.526 23.378
H: 17.777 14.334 24.148
H: 15.354 14.601 21.617
H: 16.879 14.625 20.784
H: 15.707 16.399 19.754
H: 16.834 17.176 20.892
H: 14.812 17.342 22.425
H: 12.681 17.124 21.585
H: 13.447 15.822 20.686
H: 12.996 18.611 19.579
H: 12.036 17.164 19.274
H: 14.972 17.490 16.736
H: 14.250 18.928 17.444
H: 13.182 17.676 16.702
C: 22.085 17.796 14.716
O: 21.124 18.687 15.318
C: 20.104 18.150 16.108
C: 19.358 19.348 16.738
N: 18.277 18.982 17.678
C: 17.712 20.199 18.158
C: 17.004 19.983 19.488
O: 17.959 19.589 20.439
C: 17.632 19.698 21.806
H: 21.716 17.014 14.050
H: 22.673 17.228 15.526
H: 22.786 18.369 14.105
H: 20.604 17.540 16.861
H: 19.494 17.487 15.501
H: 18.824 19.886 15.964
H: 20.144 20.015 17.135
H: 18.613 18.481 18.496
H: 16.886 20.509 17.494
H: 18.389 21.053 18.232
H: 16.248 19.210 19.293
H: 16.421 20.883 19.743
H: 16.644 19.233 22.058
H: 17.710 20.721 22.241
H: 18.327 19.051 22.297
C: 18.783 11.550 12.867
O: 18.553 12.987 12.704
C: 19.771 13.721 12.681
C: 19.512 14.972 11.831
N: 19.165 16.152 12.632
C: 18.887 17.347 11.813
C: 18.247 18.434 12.672
O: 17.174 17.828 13.414
C: 16.460 18.779 14.229
H: 17.805 11.116 13.098
H: 19.507 11.345 13.676
H: 19.130 11.149 11.934
H: 20.543 13.168 12.142
H: 20.084 13.860 13.699
H: 18.826 14.683 11.028
H: 20.524 15.176 11.489
H: 18.270 16.022 13.061
H: 18.178 17.042 11.010
H: 19.838 17.644 11.287
H: 17.729 19.257 12.135
H: 19.025 18.757 13.362
H: 17.168 19.309 14.906
H: 15.679 18.214 14.715
H: 15.935 19.531 13.610
C: 27.043 14.559 13.876
O: 25.772 14.346 14.528
C: 24.611 14.933 13.965
C: 23.298 14.339 14.480
N: 23.350 14.502 15.910
C: 22.120 14.182 16.571
C: 22.159 14.297 18.065
O: 22.892 13.217 18.579
C: 22.956 13.180 19.972
H: 27.807 14.095 14.534
H: 27.335 15.579 13.738
H: 27.058 14.058 12.881
H: 24.596 14.822 12.852
H: 24.485 15.973 14.289
H: 23.082 13.288 14.142
H: 22.537 14.976 14.043
H: 24.097 13.978 16.321
H: 21.762 13.128 16.325
H: 21.329 14.834 16.168
H: 21.092 14.240 18.349
H: 22.541 15.301 18.403
H: 23.430 12.210 20.242
H: 21.968 13.114 20.452
H: 23.504 14.004 20.469

Here are the Löwdin charges for atoms 1 to 6, given in e: -0.094 -0.184 -0.233 -0.431 -0.040 0.035



(6)
# C20H29As2N4PtS

C20H29As2N4PtS as an isolated structure at a distorted geometry (ωB97M-V/def2-TZVPD, the Open Molecules 2025 dataset).

Output
highest occupied orbital energy = -9.698 eV
net charge = +1
HOMO-LUMO gap = 6.152 eV

CARTESIAN COORDINATES (ANGSTROEM)
Pt: 0.180 0.463 0.174
C: -2.137 -1.419 5.545
C: -2.267 0.038 5.116
N: -2.496 0.191 3.685
C: -1.540 0.109 2.756
S: -2.087 0.382 1.111
N: -0.327 -0.192 3.115
N: 0.621 -0.061 2.180
C: 1.837 -0.389 2.475
C: 2.209 -0.966 3.805
C: 2.843 -0.122 1.462
C: 4.204 -0.095 1.762
C: 5.114 0.225 0.773
C: 4.655 0.486 -0.511
C: 3.295 0.421 -0.743
N: 2.413 0.132 0.211
H: -2.039 -1.476 6.629
H: -1.255 -1.871 5.093
H: -3.017 -1.987 5.245
H: -1.356 0.581 5.370
H: -3.104 0.510 5.628
H: -3.436 0.327 3.355
H: 1.315 -1.353 4.283
H: 2.633 -0.199 4.459
H: 2.940 -1.764 3.688
H: 4.538 -0.300 2.769
H: 6.170 0.281 1.000
H: 5.336 0.729 -1.313
H: 2.885 0.594 -1.730
C: -1.801 3.209 -1.223
As: -0.340 1.995 -1.635
C: 0.884 3.141 -2.629
C: -1.137 0.929 -3.056
C: -1.716 1.579 -4.145
C: -2.326 0.861 -5.159
C: -2.352 -0.525 -5.097
C: -1.777 -1.181 -4.021
C: -1.167 -0.465 -2.992
As: -0.380 -1.427 -1.479
C: -1.831 -2.654 -1.034
C: 0.855 -2.622 -2.420
H: -2.090 3.803 -2.089
H: -1.503 3.873 -0.414
H: -2.649 2.618 -0.883
H: 0.344 3.653 -3.423
H: 1.685 2.546 -3.064
H: 1.318 3.876 -1.954
H: -1.691 2.662 -4.193
H: -2.777 1.379 -5.994
H: -2.823 -1.093 -5.888
H: -1.801 -2.264 -3.989
H: -2.031 -3.332 -1.862
H: -2.719 -2.069 -0.804
H: -1.558 -3.233 -0.153
H: 0.324 -3.128 -3.226
H: 1.253 -3.362 -1.728
H: 1.678 -2.044 -2.837

Here are the Löwdin charges for atoms 1 to 6, given in e: 0.569 -0.081 -0.228 -0.017 -0.763 0.600